No. 1
A molecular structure, C37H23N3O4S2 in a non-equilibrium geometry, computed with the ωB97M-V functional and the def2-TZVPD basis.

```
69
Properties=species:S:1:pos:R:3
C -1.26679 -0.69113 2.58998
C -1.58517 -0.31251 1.13037
C -3.07938 -0.20465 0.88371
C -3.59958 0.89940 0.28875
C -5.00939 1.03606 0.07332
C -5.86623 0.06715 0.45629
N -7.31305 0.23008 0.24402
C -7.88785 0.59067 1.24767
S -8.62095 1.05711 2.53586
C -5.40275 -1.12553 1.07654
N -6.09969 -2.15184 1.51250
S -5.02428 -3.19598 2.12946
N -3.67157 -2.39129 1.86034
C -3.97420 -1.24048 1.28452
H -2.07163 -0.43526 3.27251
H -0.36230 -0.21223 2.94630
H -1.14189 -1.76502 2.65809
H -1.17279 0.66909 0.92630
H -1.17090 -1.06047 0.46198
H -2.96295 1.71635 -0.01219
H -5.39786 1.92967 -0.38304
C 0.30236 -6.87953 2.54431
C -0.39403 -5.70725 2.27035
C 0.23355 -4.66021 1.61905
C 1.56521 -4.77406 1.24554
C 2.27204 -5.94293 1.53735
C 1.63318 -6.99700 2.17898
C 3.71370 -6.07215 1.18429
O 4.32837 -7.08843 1.43083
C 4.38192 -4.91392 0.52550
C 5.73771 -4.99074 0.23400
C 6.37205 -3.92956 -0.38865
C 5.65315 -2.78876 -0.73044
C 4.30266 -2.70470 -0.43845
C 3.66384 -3.76190 0.19678
C 2.21684 -3.64144 0.53056
O 1.58783 -2.64716 0.23204
H -0.19313 -7.69959 3.04686
H -1.43021 -5.60692 2.56557
H -0.30812 -3.74963 1.40132
H 2.18247 -7.90328 2.39258
H 6.29121 -5.88092 0.49849
H 7.42923 -3.98964 -0.61077
H 6.14994 -1.96318 -1.22263
H 3.73967 -1.81905 -0.69813
C 0.11122 3.15869 -5.19528
C -0.66564 2.39044 -4.33440
C -0.83646 2.78123 -3.01763
C -0.22298 3.93754 -2.55195
C 0.57366 4.69739 -3.41134
C 0.72987 4.30862 -4.73538
C 1.27739 5.91742 -2.92423
O 1.96454 6.58114 -3.67130
C 1.11897 6.29434 -1.49124
C 1.80637 7.39670 -1.00067
C 1.66068 7.76813 0.32501
C 0.82114 7.04455 1.16553
C 0.13681 5.94219 0.68321
C 0.28872 5.55819 -0.64309
C -0.43120 4.35243 -1.13699
O -1.16554 3.72078 -0.40453
H 0.23689 2.85548 -6.22618
H -1.13905 1.48626 -4.69329
H -1.44313 2.18935 -2.34626
H 1.33875 4.90665 -5.39894
H 2.45480 7.95810 -1.65874
H 2.20053 8.62463 0.70640
H 0.70416 7.34073 2.19948
H -0.51403 5.37393 1.33297
```

Computed properties:
F_max: 1.508 eV/Å
Highest occupied orbital energy: -8.75 eV
HOMO-LUMO gap: 7.633 eV

No. 2
A molecular structure, C37H24MnN5O4SSi in a non-equilibrium geometry, computed with the ωB97M-V functional and the def2-TZVPD basis.

```
73
Properties=species:S:1:pos:R:3
Mn 0.37814 2.05908 0.23349
O 2.20164 5.23578 -1.25171
C 1.86554 4.24918 -0.63541
O 0.66314 3.91718 -0.30011
C 2.86824 3.22828 -0.10611
C 4.24554 3.33028 -0.08101
C 4.98264 2.28948 0.50679
C 4.31884 1.28168 1.16799
C 2.91624 1.27408 1.15659
N 2.21104 2.18148 0.42379
C 2.12354 0.32188 1.88249
O 2.48854 -0.40352 2.78549
O 0.81004 0.23268 1.42169
H 4.73154 4.18748 -0.51811
H 6.06034 2.29608 0.46329
H 4.82724 0.47718 1.67699
S -5.48736 1.95978 -4.42191
N -3.89716 1.81958 -4.75521
C -3.22956 1.78748 -3.61171
C -1.81416 1.65708 -3.46681
C -0.92686 1.56658 -4.53481
C 0.42274 1.42548 -4.26961
C 0.85274 1.36878 -2.94521
N 0.04094 1.47128 -1.90631
C -1.29366 1.64178 -2.14461
C -2.14016 1.85258 -1.01891
N -1.53226 2.01838 0.19249
C -2.28766 2.20248 1.26639
C -3.67746 2.21788 1.22869
C -4.31926 2.09668 0.00709
C -3.55406 1.93348 -1.14491
C -4.08696 1.88598 -2.46901
N -5.36756 1.97758 -2.79611
H -1.30286 1.63308 -5.54431
H 1.13414 1.34788 -5.07471
H 1.90704 1.23778 -2.72841
H -1.75856 2.36048 2.20379
H -4.23266 2.34978 2.14239
H -5.39476 2.13868 -0.06191
C -1.89926 -2.90232 5.17089
C -1.90946 -3.64202 3.99909
C -1.22246 -3.18522 2.89299
C -0.49086 -1.99852 2.94429
C -0.44966 -1.29302 4.14599
C -1.16106 -1.73372 5.24869
Si 0.35004 -1.42362 1.35639
C -0.84826 -1.58592 -0.10861
C -2.14886 -1.08842 -0.09541
C -2.99276 -1.26782 -1.18021
C -2.55196 -1.94522 -2.30541
C -1.27876 -2.48922 -2.31711
C -0.44636 -2.31822 -1.22661
C 1.99654 -2.18482 0.79509
C 2.67424 -3.16862 1.50469
C 3.96164 -3.53552 1.14809
C 4.58764 -2.92662 0.07359
C 3.91624 -1.96132 -0.65811
C 2.63514 -1.59062 -0.29711
H -2.46166 -3.24562 6.02589
H -2.44116 -4.58112 3.95449
H -1.25856 -3.74572 1.97149
H 0.15704 -0.40322 4.22349
H -1.15056 -1.16482 6.16739
H -2.51366 -0.56872 0.78009
H -4.00016 -0.87662 -1.15191
H -3.19846 -2.05682 -3.16561
H -0.93396 -3.05552 -3.17181
H 0.53274 -2.77462 -1.24311
H 2.19784 -3.62862 2.35879
H 4.48754 -4.27972 1.72799
H 5.60084 -3.19162 -0.18801
H 4.39644 -1.47492 -1.49431
H 2.11704 -0.82052 -0.85881
```

Computed properties:
F_max: 2.343 eV/Å
ΔE to the lowest compared entry with this formula, charge and spin: 23.08 kcal per mole
Highest occupied orbital energy (alpha / beta): -5.14 / -7.03 eV
HOMO-LUMO gap (alpha / beta): 3.849 / 5.734 eV
Multiplicity: 5
Expectation value of S²: 6.12

No. 3
A molecular structure, C37H25CrN10O3S, computed with the ωB97M-V functional and the def2-TZVPD basis.

```
77
Properties=species:S:1:pos:R:3
Cr 0.71822 -0.43875 0.83679
C 7.00223 0.21352 -0.91132
C 6.82631 1.53835 -0.49701
C 5.59552 1.99641 -0.05525
C 4.54839 1.08824 -0.03879
C 3.14096 1.22574 0.34142
N 2.51969 0.01917 0.15550
C 3.42211 -0.88739 -0.31900
N 3.22095 -2.14631 -0.63888
C 2.05322 -2.76176 -0.48942
C 1.80325 -4.12533 -0.93614
C 2.60522 -5.06218 -1.57220
C 2.04109 -6.29338 -1.86075
C 0.71158 -6.57991 -1.52841
C -0.08938 -5.64306 -0.89720
C 0.47854 -4.41188 -0.60366
C -0.05626 -3.21250 0.02756
N -1.30271 -3.10520 0.45643
C -1.82220 -1.98558 0.91651
N -1.22647 -0.76235 1.02017
C -2.12071 0.13691 1.53579
N -1.93499 1.41489 1.78074
C -0.77219 2.04256 1.62333
N 0.41827 1.49831 1.24133
C 1.34899 2.48164 1.13561
N 2.62249 2.35228 0.76233
C 0.73805 3.74875 1.48540
C 1.23650 5.04692 1.55007
C 0.36491 6.04886 1.93028
C -0.97585 5.77052 2.24056
C -1.47401 4.48358 2.17866
C -0.59806 3.47084 1.79600
C -3.39167 -0.54499 1.75515
C -4.61421 -0.10012 2.23858
C -5.63974 -1.02593 2.32317
C -5.45109 -2.35921 1.93596
C -4.23115 -2.80239 1.45564
C -3.20330 -1.87344 1.37306
N 0.92706 -2.27028 0.08280
C 4.72291 -0.23039 -0.45140
C 5.95271 -0.69109 -0.89584
H 7.97933 -0.10657 -1.24941
H 7.67161 2.21397 -0.52421
H 5.44675 3.01798 0.26812
H 3.63100 -4.83325 -1.82813
H 2.63495 -7.05231 -2.35420
H 0.30672 -7.55361 -1.77337
H -1.11919 -5.85190 -0.64015
H 2.27072 5.25524 1.31068
H 0.71802 7.07016 1.99495
H -1.62523 6.58415 2.53791
H -2.50434 4.25972 2.42321
H -4.74759 0.92873 2.54536
H -6.60757 -0.72027 2.69950
H -6.27813 -3.05255 2.02015
H -4.07270 -3.83016 1.15745
H 6.07931 -1.71706 -1.21453
O -0.91365 -1.13505 4.03608
S 0.53601 -1.21367 3.89830
N 1.17208 -0.92586 2.58726
O -0.98221 -1.43224 -2.29250
C -1.01140 -0.31366 -1.87462
O 0.07195 0.28793 -1.31656
C -2.23562 0.59569 -1.89840
N -1.88990 1.92739 -1.36639
C -2.18059 2.92762 -2.41066
C -3.23902 2.27428 -3.29447
C -2.77244 0.81995 -3.32539
H -2.98467 0.10887 -1.26860
H -0.25737 1.21601 -1.13762
H -2.40463 2.12105 -0.51696
H -1.27315 3.12493 -2.98743
H -2.49287 3.86542 -1.95421
H -3.30840 2.72088 -4.28595
H -4.21920 2.35025 -2.81685
H -1.96304 0.69761 -4.04866
H -3.55079 0.10624 -3.58325
```

Computed properties:
F_max: 0.733 eV/Å
Highest occupied orbital energy (alpha / beta): -6.53 / -6.63 eV
HOMO-LUMO gap (alpha / beta): 4.802 / 5.068 eV
Multiplicity: 2
Expectation value of S²: 1.21

No. 4
A molecular structure, C37H25F3NS6SbTeV, computed with the ωB97M-V functional and the def2-TZVPD basis.

```
75
Properties=species:S:1:pos:R:3
V -0.82576 1.38783 2.20115
S -6.63859 -1.54464 5.29614
C -5.34840 -0.67388 4.65107
S -5.33277 -0.02162 3.07489
C -3.75937 0.71538 3.10063
C -3.05833 0.54658 4.25657
S -1.44173 1.11455 4.59753
S -3.88911 -0.37422 5.47851
S -3.17987 1.54122 1.66074
F -2.78197 0.69958 -7.68570
C -2.41709 0.72230 -6.37468
C -1.80366 1.85529 -5.87773
C -1.43858 1.86541 -4.54076
C -1.66723 0.76962 -3.70867
C -2.28719 -0.34781 -4.25702
C -2.67092 -0.38332 -5.59277
Sb -1.06906 0.90919 -1.64046
C 1.00161 1.02456 -2.14362
C 1.55306 0.33030 -3.22157
C 2.88599 0.47583 -3.56919
C 3.65594 1.34645 -2.82075
F 4.96629 1.49446 -3.15611
C 3.15263 2.06538 -1.76289
C 1.81382 1.89519 -1.43023
C -1.21230 -1.19010 -1.31126
C -0.19512 -2.11804 -1.50703
C -0.41577 -3.47421 -1.31867
C -1.67666 -3.88699 -0.93690
F -1.89832 -5.21460 -0.76369
C -2.71023 -3.00352 -0.71542
C -2.46078 -1.64979 -0.89643
H -1.62250 2.70173 -6.52574
H -0.95409 2.75343 -4.15000
H -2.47431 -1.22120 -3.64372
H -3.15323 -1.25121 -6.02169
H 0.92732 -0.32725 -3.81614
H 3.32417 -0.06199 -4.39868
H 3.78726 2.73363 -1.19914
H 1.41222 2.45502 -0.59292
H 0.79944 -1.79065 -1.77989
H 0.37201 -4.20341 -1.44821
H -3.66751 -3.36630 -0.36980
H -3.25473 -0.94429 -0.67516
C -1.59934 -3.87511 3.75125
C -0.23733 -3.63175 3.88484
C 0.35128 -2.52591 3.29884
C -0.40727 -1.62917 2.53357
C -1.77766 -1.88757 2.40511
C -2.36461 -2.98140 3.01456
N 0.10665 -0.45731 1.98316
C 1.43697 -0.46428 1.60631
C 2.20944 0.69418 1.77264
C 3.51330 0.77492 1.31458
C 4.11335 -0.31401 0.70036
C 3.37048 -1.48327 0.55044
C 2.06449 -1.56381 0.98996
H -2.05733 -4.72912 4.23197
H 0.37660 -4.30063 4.47796
H 1.40699 -2.33710 3.44837
H -2.37962 -1.18111 1.84350
H -3.43442 -3.12704 2.91738
H 1.78119 1.55902 2.27658
H 4.05217 1.70628 1.44671
H 5.13133 -0.25379 0.33889
H 3.81761 -2.34573 0.06896
H 1.49797 -2.47474 0.84944
Te -0.55169 4.05218 1.49275
C 1.51107 4.53646 1.55503
C 2.45120 4.24373 2.50867
C 3.75055 4.72018 2.19633
C 3.79700 5.38297 1.00579
S 2.24804 5.41156 0.27474
H 2.20773 3.71000 3.41487
H 4.61141 4.57638 2.83520
H 4.65588 5.84110 0.54663
```

Computed properties:
F_max: 0.581 eV/Å
ΔE to the lowest compared entry with this formula, charge and spin: 11.12 kcal per mole
Highest occupied orbital energy (alpha / beta): -1.36 / -1.80 eV
HOMO-LUMO gap (alpha / beta): 5.208 / 5.647 eV
Total charge: -2
Multiplicity: 4
Expectation value of S²: 3.76

No. 5
A molecular structure, C37H26Cl5NO2PTc in a non-equilibrium geometry, computed with the ωB97M-V functional and the def2-TZVPD basis.

```
73
Properties=species:S:1:pos:R:3
Tc -0.74360 -0.11594 -0.53958
C 0.59700 -1.54983 3.02266
C -0.03408 -0.23074 3.44222
C -0.81734 -0.20730 4.53441
C -1.27935 0.96921 5.14842
C -0.85664 2.17735 4.56868
C -0.07322 2.14655 3.44576
C 0.14216 0.99066 2.72381
P 0.54541 1.08425 0.98339
C 0.82066 2.95102 0.87774
C 2.12807 3.48372 0.71819
C 2.26043 4.79006 0.27255
C 1.16192 5.54468 -0.05526
C -0.09963 5.09183 0.12800
C -0.30805 3.72873 0.66880
C -1.73797 3.38424 1.04724
C 2.04389 0.28779 0.70340
C 3.15012 0.51532 1.54307
C 4.38393 0.05788 1.16499
C 4.56362 -0.61515 -0.06139
C 3.45033 -0.88700 -0.85148
C 2.14805 -0.47210 -0.49039
C 0.97368 -1.05081 -1.17368
H 0.52857 -2.26930 3.87050
H 1.66593 -1.47340 2.66982
H -0.01283 -2.17482 2.30341
H -1.03269 -1.17624 4.93865
H -2.08569 0.91925 5.92454
H -1.11428 3.13017 5.01352
H 0.40187 3.07541 3.04154
H 2.99671 2.84788 0.84860
H 3.26110 5.17131 0.31425
H 1.31142 6.52037 -0.62844
H -0.95120 5.71053 -0.06122
H -2.43197 4.06346 0.55746
H -1.81971 3.51283 2.14290
H -2.10698 2.39164 0.82106
H 3.09774 1.13310 2.46391
H 5.26323 0.17081 1.77119
H 5.60635 -0.86183 -0.36629
H 3.62766 -1.31043 -1.83619
H 0.99606 -2.16704 -0.88478
H 1.06635 -1.04493 -2.25635
Cl 1.41839 2.50285 -1.87313
C 0.34541 1.55559 -2.84257
C -0.69452 0.83211 -2.30255
C -1.76321 0.45689 -3.24239
Cl -3.22680 -0.14419 -2.52967
C -1.58992 0.57388 -4.61509
Cl -2.96693 0.58881 -5.64573
C -0.27320 0.82545 -5.07148
Cl 0.31147 0.25653 -6.56956
C 0.70455 1.40578 -4.23168
Cl 2.14389 2.07940 -4.78855
O -2.96738 -1.23080 2.58482
C -2.56604 -1.11252 1.43257
O -2.37781 0.08028 0.80405
C -2.31246 -2.30073 0.56806
C -2.63124 -3.58881 1.01677
C -2.36275 -4.62826 0.20821
C -1.87257 -4.37791 -1.06854
C -1.62791 -5.56870 -1.86196
C -1.26174 -5.48810 -3.18745
C -0.89610 -4.19438 -3.66734
C -1.05738 -3.04251 -2.84520
C -1.57198 -3.12138 -1.54196
N -1.61233 -2.07618 -0.54731
H -3.11254 -3.73330 1.99706
H -2.63312 -5.67602 0.43761
H -1.74093 -6.53411 -1.32523
H -1.42946 -6.36378 -3.86293
H -0.45011 -4.12685 -4.66112
H -0.61232 -2.09224 -3.23730
```

Computed properties:
F_max: 3.707 eV/Å
ΔE to the lowest compared entry with this formula, charge and spin: 24.34 kcal per mole
Highest occupied orbital energy (alpha / beta): -11.14 / -11.45 eV
HOMO-LUMO gap (alpha / beta): 6.877 / 6.850 eV
Total charge: +1
Multiplicity: 4
Expectation value of S²: 3.81

No. 6
A molecular structure, C37H27Cl3F6N4O11S4Sc in a non-equilibrium geometry, computed with the ωB97M-V functional and the def2-TZVPD basis.

```
93
Properties=species:S:1:pos:R:3
Sc 0.05091 -0.04425 -0.03370
Cl -6.09225 -5.05210 6.31580
C -4.60733 -5.11363 5.42437
C -3.91321 -3.94828 5.16045
C -2.73319 -4.01203 4.43934
C -2.21621 -5.22017 3.98172
C -0.94195 -5.28669 3.17135
C 0.20441 -4.35374 3.56886
N 0.12260 -2.96264 3.13787
C -0.02789 -1.83835 3.93302
C 0.00842 -0.78010 3.08154
N 0.22900 -1.22733 1.79631
C 0.33082 -2.53180 1.87829
O -1.14116 -5.34690 1.77117
C -2.20931 -4.52954 1.29263
C -3.46038 -5.34962 1.15745
C -4.72114 -4.97284 1.50550
Cl -5.22178 -3.47637 2.18914
S -5.89814 -6.18476 1.21729
C -4.70042 -7.23534 0.58922
C -3.46917 -6.66997 0.61411
C -2.94589 -6.37350 4.26085
Cl -2.41125 -7.93350 3.71719
C -4.13001 -6.33181 4.97533
H -4.29564 -2.99396 5.49474
H -2.23844 -3.07868 4.20923
H -0.50245 -6.26094 3.41109
H 1.12455 -4.74090 3.13126
H 0.32889 -4.37246 4.65130
H -0.14698 -1.89654 5.00064
H -0.08371 0.26906 3.30625
H 0.55966 -3.18542 1.05085
H -1.91213 -4.16274 0.30628
H -2.36148 -3.64713 1.91640
H -4.96861 -8.21735 0.23610
H -2.57910 -7.17486 0.26851
H -4.67975 -7.24027 5.17425
O 3.38433 2.29580 1.16567
C 2.78488 1.37729 0.63908
O 1.46800 1.25247 0.68641
C 3.62299 0.31264 -0.12188
C 2.99977 -0.77442 -0.74689
C 3.75437 -1.72120 -1.42731
C 5.13132 -1.59252 -1.48889
C 5.73740 -0.50623 -0.86123
C 5.00249 0.44929 -0.17858
N 7.19129 -0.37600 -0.92799
O 7.81876 -1.23168 -1.53426
O 7.71779 0.57488 -0.37784
H 1.77522 -0.84994 -0.66601
H 3.25740 -2.55747 -1.90736
H 5.72701 -2.32463 -2.01597
H 5.48177 1.28910 0.30483
O 0.74356 -1.40541 -1.03707
O -2.04114 0.11501 0.32278
S -2.91617 1.20865 -0.39449
C -4.07169 1.48125 0.96411
C -4.60124 2.74932 1.13330
C -5.49958 2.99555 2.16437
C -5.86134 1.97076 3.02095
C -5.32396 0.69879 2.84603
C -4.43052 0.45422 1.81996
C -4.15949 0.11163 -1.32553
C -4.97163 0.70103 -2.26788
C -5.89846 -0.06139 -2.98086
C -6.01771 -1.41014 -2.73809
C -5.20384 -2.00189 -1.77041
C -4.28789 -1.25210 -1.07380
H -4.31733 3.55226 0.46201
H -5.91311 3.98679 2.29596
H -6.56018 2.15818 3.82616
H -5.60527 -0.10468 3.51584
H -4.01639 -0.53546 1.69321
H -4.89438 1.76330 -2.46396
H -6.52517 0.41608 -3.72304
H -6.73595 -2.00506 -3.28744
H -5.28810 -3.06292 -1.56644
H -3.66379 -1.73381 -0.33380
F -1.82097 0.30934 -5.08095
C -0.95409 -0.05871 -4.14645
F -1.03264 -1.38045 -4.01853
F 0.27217 0.24486 -4.51984
S -1.39301 0.72714 -2.50029
O -0.14911 1.07932 -1.81893
O -2.16721 -0.30627 -1.78150
N -2.27768 1.93999 -2.94187
S -1.60811 3.23715 -3.60578
O -2.63597 4.12166 -4.03972
O -0.56645 2.95982 -4.53876
C -0.78748 4.13681 -2.18498
F 0.51757 3.95309 -2.17245
F -1.01433 5.44585 -2.31517
F -1.29616 3.76379 -1.00327
```

Computed properties:
F_max: 6.158 eV/Å
ΔE to the lowest compared entry with this formula, charge and spin: 121.54 kcal per mole
Highest occupied orbital energy: -4.22 eV
HOMO-LUMO gap: 5.722 eV
Total charge: -1

Question: Among the records above, which one has the highest F_max?
Answer: C37H27Cl3F6N4O11S4Sc

Question: Which value of F_max does entry 4 give?
Answer: 0.581 eV/Å

Question: Look up the F_max of the fourth one.
Answer: 0.581 eV/Å